The following is a DFT calculation (ωB97M-V/def2-TZVPD) of one molecule with the formula C21H19BrFN3S at a distorted geometry.

Atoms and positions in Å:
N 3.4872 -1.6419 2.9605
C -1.5317 3.2337 0.4551
N 1.6619 -1.5168 0.9633
C -3.1890 0.3032 -1.5977
C 5.5733 -1.3182 4.0385
C 0.5726 -2.4030 0.5942
H 4.2126 1.5348 3.1605
Br 7.1205 -2.0529 4.7544
H 0.1687 0.3448 -2.1014
C -3.3745 -0.9073 -0.9368
C 4.5773 -2.1810 3.6508
H -2.7065 5.6436 -1.7130
C -2.4495 4.0443 -0.1680
C -0.1804 3.3718 0.2762
H -0.2558 -2.1788 1.2544
H 1.3524 4.4192 -0.8194
N 2.3958 0.3168 2.1917
C -2.2729 -1.7309 -0.8233
H -4.0518 0.8401 -1.5836
H 1.5953 2.3352 0.1512
C -0.9410 -1.2798 -1.1831
H -1.8279 1.7720 -2.3361
S 0.0367 0.6211 1.0952
C -0.5960 5.0096 -1.4044
H -1.8911 2.5746 1.1968
H -0.2602 5.8663 -1.9621
C -0.8169 -0.0345 -1.8161
H 2.3838 -1.9922 1.5302
H 1.1287 2.7170 1.8853
H 6.3608 0.5584 4.3031
F -2.4080 -2.9732 -0.2430
H 4.6585 -3.2815 3.8096
H -0.1443 -3.1774 -1.3463
H -3.5017 3.9626 0.0313
H 0.8143 -3.4287 0.7387
C 1.4721 -0.2548 1.4768
H -4.4617 -1.3112 -0.7222
C -1.9179 0.8602 -1.8991
C 0.2937 4.2816 -0.6537
C -2.0059 4.9164 -1.1792
C 0.7698 2.3785 0.9034
C 0.1797 -2.2265 -0.9410
C 5.5313 0.0241 3.8519
H 0.9657 -1.8718 -1.5704
C 4.3889 0.5146 3.2949
C 3.4254 -0.3401 2.7743

Calculated values
- Energy relative to the best compared isomer or geometry (same formula, charge and spin): 0.065 eV
- Calculated total energy: -4047.905854 a.u.
- SMILES: Fc1ccccc1CCN/C(=N\c1ccc(Br)cn1)SCc1ccccc1
- Frontier orbital gap: 8.498 eV
- Charge: 0
- HOMO: -0.296 Ha


The following is a DFT calculation (ωB97M-V/def2-TZVPD) of C21H19BrN6OS6SbTi as an isolated structure.

Atoms and positions in Å:
C -1.1197 -3.3026 -4.1155
H -4.2592 -1.9290 3.5992
H -0.4929 4.3583 2.0235
C 3.0077 4.6250 -1.6045
Br -1.2815 2.1824 -0.9742
N 1.4693 3.1603 2.6438
C -4.1889 -1.9003 0.6210
H 4.9534 4.3939 1.1544
O 1.5545 1.7164 -0.0379
H 1.9056 1.1265 -3.7031
N -1.6784 -0.7468 0.3656
C -0.7917 -3.0551 -1.3548
C 2.3192 2.7769 -0.2278
Ti 0.5318 0.2415 0.1167
H -2.0870 -5.1735 -3.6831
S -0.1267 -2.8651 4.6070
H -1.3306 -1.4020 2.2993
H -1.2222 -3.3887 -5.1910
H 2.8770 5.2267 -2.4972
C -2.0514 -1.3609 1.4922
S 2.5676 -0.8886 0.3480
C 3.4327 2.3368 1.9789
C 4.0309 4.9243 -0.7105
H -0.6536 -2.9969 -0.2879
N -0.7783 3.4175 2.2655
S 3.7353 -2.7223 3.9413
H -4.1855 -3.5242 2.8454
N 2.5498 2.3262 2.8922
C -3.8172 -1.2683 -0.5502
C 0.8245 -0.1839 -2.8586
N 0.2784 -0.8419 -1.7867
C -1.4160 -4.1671 -1.9016
H -1.3895 3.0364 1.5501
H -4.4809 -1.2135 -1.4025
C -0.3344 -2.0235 -2.1778
C -0.4936 -2.1989 -3.5681
C 3.3183 3.0966 0.7054
N 1.6548 0.7783 -2.7843
S 1.1755 -2.0710 1.2482
C -3.6349 -2.5933 2.9962
H -1.7612 -4.9466 -1.2328
C 0.3396 2.6092 2.4396
H 1.3562 3.2925 -2.0485
C -2.5568 -0.7036 -0.6372
C 4.1754 4.1574 0.4363
H -5.1678 -2.3595 0.7170
Sb 1.6759 -1.7618 3.7262
H -2.7305 -2.8063 3.5661
H 4.3250 1.7460 2.1698
S 0.2315 -0.8659 -4.4205
H -2.2316 -0.1988 -1.5334
C 2.1555 3.5600 -1.3728
C -3.2941 -1.9513 1.6808
S 0.0066 0.8671 2.4050
C -1.5972 -4.2991 -3.2724
H 4.7014 5.7542 -0.8998

Calculated values
- Multiplicity: 2
- Energy relative to the best compared isomer or geometry (same formula, charge and spin): 1.168 eV
- Calculated total energy: -7268.575242 a.u.
- Frontier orbital gap (spin up / spin down): 6.210 / 5.977 eV
- Charge: -2
- HOMO (spin up / spin down): -0.077 / -0.097 Ha


The following is a DFT calculation (ωB97M-V/def2-TZVPD) of C21H19CuN2O3S3 as an isolated structure.

Atoms and positions in Å:
H 4.0594 -1.1217 -4.3343
H -1.5856 3.4218 -2.1241
C 0.0913 3.7772 -0.8526
S 2.1233 -2.2102 -3.5696
H -1.8876 0.0895 -2.0644
O 1.8415 -2.9304 -2.3273
H -0.2329 1.8591 2.0732
H 3.9375 -1.1053 -2.5409
O 2.0542 -3.0296 -4.7736
H -4.9431 -4.4006 1.3028
H 4.4387 -2.5940 -3.3983
C -2.1098 -1.7625 1.4974
H -4.6712 -3.0731 3.3866
C 3.4221 1.9964 0.9473
S 2.8502 -0.5290 0.1041
N 0.5945 1.0679 -1.1758
C 3.8183 -1.7013 -3.4451
H -3.4431 -4.0581 -0.6097
O 1.3566 -0.9618 -3.6488
Cu 0.8897 -1.1759 -1.2015
H 0.4316 1.2320 3.5871
H -0.6516 0.1397 -3.2922
H -1.6078 0.3807 4.6362
H 0.9673 0.5792 2.0099
C -1.7833 -0.2394 3.7645
H 3.8970 3.9493 1.7151
C -2.9789 -1.9695 2.5950
H -3.4203 -1.3156 4.6060
S -1.2698 -2.3617 -1.1201
C -2.2575 -2.5403 0.2769
C 2.5770 1.1698 0.2166
C 0.1166 0.9536 2.5794
H -1.9281 1.3971 -3.2817
C -0.9672 -0.0857 2.6113
H -0.1044 4.8369 -0.7164
C -4.0136 -2.9350 2.5354
C 1.2240 3.2026 -0.2243
C -3.3034 -3.4639 0.2849
H 1.9189 5.0430 0.6841
C -4.1546 -3.6576 1.3804
H 4.2826 1.5342 1.4152
C -0.4231 1.6245 -1.7778
C 3.1986 3.3717 1.1174
C 2.1145 3.9845 0.5531
C 1.4370 1.8206 -0.4068
N -1.1317 -0.8180 1.5432
C -0.7208 3.0073 -1.6205
C -2.7731 -1.1708 3.7453
C -1.2797 0.7726 -2.6627

Calculated values
- Energy relative to the best compared isomer or geometry (same formula, charge and spin): 1.528 eV
- Calculated total energy: -3982.064096 a.u.
- Frontier orbital gap: 5.541 eV
- Charge: -2
- HOMO: -0.029 Ha


The following is a DFT calculation (ωB97M-V/def2-TZVPD) of C21H19F5N2SSe2V as an isolated structure.

Atoms and positions in Å:
Se 2.5297 -0.5075 0.6088
H 2.2042 4.7532 2.5097
N -1.6810 -1.3674 -1.4068
H 3.7076 1.1640 -0.8507
C 0.1684 0.5164 -2.0936
C -2.5737 -2.2147 -0.8872
C -1.7789 0.3479 3.2103
H 3.4084 3.2333 0.6465
C -4.1828 -1.6314 -2.5198
C -1.5854 -0.8387 3.9084
F -1.9523 0.6513 -5.0965
C 3.7658 -1.7028 -0.2923
S 0.3454 -2.9834 1.0307
H -4.5252 -3.0797 -0.9485
H 1.9967 1.6711 -1.9245
H -5.1681 -1.7183 -2.9598
C -1.9948 -0.6421 -2.5021
H -2.2277 -2.7731 -0.0253
C -3.8399 -2.3828 -1.4087
F 0.4605 -3.7075 4.0214
H -0.0592 2.2773 -5.6020
V 0.1891 -0.9237 -0.5038
H -2.2960 1.1882 3.6481
F -1.0009 -2.9730 5.4221
C 1.1349 1.4261 -2.5291
C 2.7447 2.3685 0.6621
H 4.7392 -1.6434 0.1877
C 3.5100 1.1353 0.2200
C -0.0001 1.8047 -4.6331
H 1.9029 2.5631 -0.0020
H 3.3599 -2.7054 -0.1840
F 1.9896 2.9270 -4.1320
H 3.8406 -1.4378 -1.3446
C 1.0334 2.0496 -3.7555
Se 2.0709 2.2202 2.4898
C -0.7582 -3.1737 4.1094
H 0.8634 4.1443 3.5000
C -1.2727 0.4210 1.9328
H 4.4609 1.0591 0.7468
C -0.9599 0.9106 -4.2090
H -1.3683 1.3104 1.3217
C -0.9239 0.2795 -2.9689
F -1.6393 -4.1060 3.6989
H -1.9568 -0.9428 4.9189
C 1.3918 4.0318 2.5558
H -3.5208 -0.1729 -3.9357
C -3.2618 -0.7616 -3.0735
C -0.4385 -1.7725 2.0085
N -0.6355 -0.6012 1.3603
H 0.6922 4.2023 1.7398
C -0.9089 -1.8931 3.3307

Calculated values
- Multiplicity: 4
- Energy relative to the best compared isomer or geometry (same formula, charge and spin): 0.887 eV
- Calculated total energy: -7565.573779 a.u.
- Frontier orbital gap (spin up / spin down): 7.417 / 8.157 eV
- Charge: 0
- HOMO (spin up / spin down): -0.269 / -0.297 Ha


The following is a DFT calculation (ωB97M-V/def2-TZVPD) of one molecule with the formula C21H19FN2O6S.

Atoms and positions in Å:
O 1.3631 0.7331 -2.5874
O -2.5983 2.1827 0.3794
C -3.1319 0.9562 0.1978
O -6.0663 -1.1430 0.8936
H -3.3375 2.7166 2.2452
O 5.5897 1.9956 -0.7415
C -2.4009 0.0845 -0.6366
C 3.3362 2.3678 -1.4650
F 2.8424 -1.9387 0.3690
C 1.1126 1.2958 -1.5436
C 4.8155 -2.8401 1.3032
H 4.2619 -3.7204 1.5885
H 6.6985 0.3618 0.2449
C 6.1651 -2.7034 1.5849
H -4.2146 3.3991 0.8407
H -4.8961 1.2500 1.3707
C -0.1336 1.2204 -0.7847
H -2.0249 -3.6404 -2.8353
C 4.8220 -0.6515 0.2440
C 4.4694 1.5555 -0.8261
H -7.1304 0.5923 1.3062
H 7.8846 -1.4442 1.4244
O -2.2590 -1.9524 -1.7949
H -0.8611 -0.1908 -2.0749
C 4.1684 -1.8189 0.6433
C 1.6514 2.6869 0.2915
H -3.7218 -3.1134 -2.7033
C -4.2050 -1.5338 -0.4366
C -4.8873 -0.6729 0.4243
H 6.6864 -3.4939 2.1015
C -1.1180 0.3890 -1.1942
C 6.1764 -0.5329 0.5389
C -6.8203 -0.3456 1.7771
H 3.5842 3.4260 -1.3543
H 3.2806 2.1073 -2.5279
C -4.3563 0.5737 0.7314
H -6.2657 -0.1296 2.6952
C 6.8341 -1.5531 1.2037
C -2.7716 -3.2102 -2.1699
N 4.0736 0.3219 -0.4174
H 3.1192 0.0464 -0.6128
C -3.2339 3.1082 1.2293
H -2.9033 -3.8631 -1.3023
H -7.7036 -0.9334 2.0207
H -4.6669 -2.4809 -0.6552
O 2.3271 3.4057 0.9706
N 2.0320 2.1110 -0.8968
H -2.5793 3.9777 1.2483
C -2.9848 -1.1667 -0.9694
S -0.0220 2.2082 0.6619

Calculated values
- Calculated total energy: -1870.669900 a.u.
- SMILES: COc1cc(OC)c(/C=C2\SC(=O)N(CC(=O)Nc3ccccc3F)C2=O)c(OC)c1
- Frontier orbital gap: 7.790 eV
- Charge: 0
- HOMO: -0.295 Ha